DFT (wB97M-V/def2-TZVPD) results for one molecule with the formula C4H9NOS in a non-equilibrium geometry.

Computed properties:
HOMO-LUMO gap   9.80 eV
SMILES   NC(=O)CCCS
Highest occupied orbital energy   -9.04 eV
Energy relative to the best compared isomer or geometry (same formula, charge and spin)   23.48 kcal/mol
DFT total energy   -685.981527 Ha

CARTESIAN COORDINATES (ANGSTROEM)
1 N 2.229794 -0.911900 0.670195
2 C 0.838940 -1.090070 0.541697
3 O 0.108478 -1.087484 1.503802
4 C 0.465478 -1.156175 -0.928083
5 C 0.539332 0.329462 -1.431656
6 C -0.173923 1.346888 -0.443397
7 S -1.937212 0.995563 0.011710
8 H 2.548370 -0.703552 1.611144
9 H 2.557601 -0.111150 0.133916
10 H 0.955192 -1.951910 -1.491978
11 H -0.620848 -1.319942 -0.853435
12 H 1.574807 0.593945 -1.626973
13 H 0.026249 0.367109 -2.385308
14 H 0.543333 1.405375 0.391358
15 H -0.192990 2.387728 -0.673570
16 H -1.664476 0.778675 1.314533

Cartesian forces (eV/Å) of the 2 atoms listed first:
0.44 0.78 0.46
1.56 0.24 0.13

Partial atomic charges computed with the Löwdin method, in multiples of e: N 0.125; C -0.564; O 0.053; C -0.122; C -0.225; C -0.518; S 0.703; H 0.097; H 0.081; H 0.120; H 0.091; H 0.093; H 0.095; H 0.072; H 0.036; H -0.138

DFT (wB97M-V/def2-TZVPD) results for a 2-piece molecular cluster, C3H9O overall in a non-equilibrium geometry.

Computed properties:
HOMO-LUMO gap   6.49 eV
Highest occupied orbital energy   -2.21 eV
Energy relative to the best compared isomer or geometry (same formula, charge and spin)   20.05 kcal/mol
DFT total energy   -194.882614 Ha
Charge   -1

CARTESIAN COORDINATES (ANGSTROEM)
1 O 0.541910 1.806594 -2.090007
2 H 0.440858 2.781950 -2.404711
3 C -1.397774 -0.338749 0.352181
4 C 0.041492 -0.678381 -0.080617
5 C 1.119733 -0.321822 0.884734
6 H -1.312079 0.630905 0.777142
7 H -2.142947 -0.341263 -0.630238
8 H -1.761394 -0.856529 1.234211
9 H 0.095304 -1.698664 -0.329484
10 H 0.250223 -0.159547 -1.016066
11 H 1.970473 -0.562862 0.280439
12 H 1.144404 -0.966329 1.858294
13 H 1.009794 0.704697 1.164122

Cartesian forces (eV/Å) of the 2 atoms listed first:
-0.27 2.39 -0.71
0.27 -2.53 0.80

Partial atomic charges computed with the Löwdin method, in multiples of e: O -0.693; H -0.177; C -0.134; C -0.373; C -0.145; H 0.031; H 0.127; H 0.037; H 0.067; H 0.058; H 0.057; H 0.089; H 0.057

DFT (wB97M-V/def2-TZVPD) results for C31H45FeN12O7 as an isolated structure in a non-equilibrium geometry.

Computed properties:
Expectation value of S²   8.7940
HOMO-LUMO gap (alpha / beta)   7.23 / 5.97 eV
Highest occupied orbital energy (alpha / beta)   -12.94 / -13.48 eV
Energy relative to the best compared isomer or geometry (same formula, charge and spin)   22.98 kcal/mol
Multiplicity   6
DFT total energy   -3654.972917 Ha
Charge   +2

CARTESIAN COORDINATES (ANGSTROEM)
1 Fe 0.385700 0.781400 0.362100
2 C 3.175400 1.280500 -0.839300
3 N 3.324500 0.149700 -1.722800
4 C 3.805900 0.498300 -3.044800
5 C 2.681600 -1.003300 -1.440900
6 N 1.662300 -0.985300 -0.586300
7 C 1.469000 -2.065000 0.255600
8 C 2.597800 -2.544100 0.944700
9 C 2.535200 -3.625300 1.804100
10 C 1.353300 -4.321000 1.927200
11 C 0.198800 -3.891600 1.244700
12 C -0.962600 -4.685100 1.329300
13 C -2.120800 -4.300100 0.684600
14 C -2.155200 -3.107100 0.001400
15 C -1.030100 -2.244300 -0.088300
16 N -1.191800 -0.999700 -0.563500
17 C -2.293100 -0.660400 -1.267100
18 N -2.526300 -1.221300 -2.469400
19 C -1.478500 -1.975100 -3.123200
20 C -3.852400 -1.430300 -3.021200
21 N -3.097000 0.289900 -0.778200
22 C -3.881800 1.199000 -1.587400
23 C -3.048200 0.582100 0.642000
24 C 0.214100 -2.695400 0.467600
25 N 3.068100 -2.131800 -2.083700
26 C 2.185300 -3.268100 -2.215700
27 C 4.436500 -2.407700 -2.477200
28 H 4.017900 1.949000 -1.005000
29 H 3.182600 0.955600 0.202900
30 H 2.239000 1.826300 -1.041100
31 H 3.280900 1.394800 -3.383600
32 H 3.611600 -0.305600 -3.747800
33 H 4.875700 0.717200 -3.022800
34 H 3.535000 -2.024900 0.803400
35 H 3.413200 -3.931700 2.351500
36 H 1.294100 -5.201200 2.547400
37 H -0.931600 -5.594300 1.907900
38 H -3.010600 -4.905000 0.760500
39 H -3.092400 -2.779000 -0.421200
40 H -0.510700 -1.563500 -2.838700
41 H -1.603600 -1.879400 -4.201100
42 H -1.515100 -3.036300 -2.858200
43 H -4.625100 -1.124300 -2.321900
44 H -3.981100 -2.497600 -3.215400
45 H -3.975700 -0.897200 -3.964700
46 H -3.669000 1.063800 -2.643500
47 H -3.625300 2.225200 -1.319000
48 H -4.950300 1.066200 -1.406400
49 H -3.016700 -0.343000 1.220000
50 H -3.942600 1.138300 0.909000
51 H -2.157600 1.170000 0.906600
52 H 1.152900 -2.952800 -2.100100
53 H 2.405300 -4.049000 -1.482200
54 H 2.312500 -3.688300 -3.213400
55 H 5.099300 -1.599400 -2.186600
56 H 4.510300 -2.572800 -3.553900
57 H 4.768800 -3.319300 -1.974600
58 O 0.554300 0.892600 8.141700
59 N 0.036700 -0.089400 7.672000
60 O -0.478300 -0.997000 8.272800
61 C 0.021200 -0.180100 6.219400
62 C -0.618500 -1.250300 5.591600
63 C -0.735100 -1.249700 4.222500
64 C -0.149300 -0.240500 3.386600
65 O -0.323300 -0.222600 2.140500
66 C 0.603300 0.763200 4.094700
67 C 0.623800 0.819900 5.480900
68 N 1.258100 1.755900 3.349200
69 O 1.459300 2.851400 3.824600
70 O 1.608900 1.470800 2.179500
71 N -1.485100 -2.288500 3.571900
72 O -2.215000 -1.958500 2.659100
73 O -1.337200 -3.418500 3.969100
74 H -1.053700 -2.050600 6.177900
75 H 1.123400 1.624900 6.002900
76 C 0.664700 5.731200 1.884600
77 N 0.792100 4.759500 0.818600
78 C 2.113200 4.209400 0.635300
79 C -0.278700 4.218300 0.204600
80 N -0.277200 2.962700 -0.198000
81 N -1.331300 5.061400 -0.005400
82 C -1.141300 6.451100 -0.371500
83 C -2.691100 4.600800 -0.134700
84 H 1.133400 5.330600 2.788100
85 H -0.378500 5.926300 2.115800
86 H 1.158500 6.670100 1.623500
87 H 2.833000 4.921400 1.029800
88 H 2.295700 4.067400 -0.428000
89 H 2.235100 3.260600 1.157000
90 H -1.062900 2.789900 -0.823200
91 H -0.091300 6.664000 -0.552600
92 H -1.517300 7.127600 0.398900
93 H -1.695200 6.646600 -1.293200
94 H -2.797300 3.611300 0.304100
95 H -3.021600 4.595000 -1.179400
96 H -3.340200 5.282700 0.417700

Cartesian forces (eV/Å) of the 2 atoms listed first:
-0.20 -0.36 1.06
-0.14 -0.13 0.33

Partial atomic charges computed with the Löwdin method, in multiples of e: Fe 0.975; C -0.061; N -0.136; C -0.028; C -0.362; N 0.081; C -0.244; C 0.010; C -0.023; C 0.014; C -0.160; C 0.025; C -0.019; C 0.017; C -0.208; N 0.136; C -0.350; N -0.121; C -0.024; C -0.024; N -0.105; C -0.018; C -0.015; C -0.059; N -0.128; C -0.020; C -0.028; H 0.112; H 0.085; H 0.062; H 0.102; H 0.092; H 0.105; H 0.130; H 0.123; H 0.130; H 0.136; H 0.130; H 0.127; H 0.082; H 0.108; H 0.104; H 0.094; H 0.108; H 0.106; H 0.095; H 0.071; H 0.112; H 0.082; H 0.109; H 0.060; H 0.072; H 0.106; H 0.107; H 0.093; H 0.103; H 0.104; O 0.110; N -0.366; O 0.116; C -0.114; C 0.120; C -0.051; C -0.245; O -0.094; C -0.064; C 0.114; N -0.284; O 0.141; O -0.058; N -0.320; O 0.087; O 0.121; H 0.148; H 0.144; C -0.034; N -0.145; C -0.046; C -0.432; N 0.089; N -0.161; C -0.037; C -0.051; H 0.091; H 0.095; H 0.103; H 0.106; H 0.088; H 0.050; H 0.041; H 0.099; H 0.100; H 0.100; H 0.067; H 0.097; H 0.106

DFT (wB97M-V/def2-TZVPD) results for a 2-piece molecular cluster, C7H14N2O2S overall in a non-equilibrium geometry.

Computed properties:
HOMO-LUMO gap (alpha / beta)   4.57 / 4.58 eV
Highest occupied orbital energy (alpha / beta)   -6.10 / -6.10 eV
Energy relative to the best compared isomer or geometry (same formula, charge and spin)   127.38 kcal/mol
DFT total energy   -933.097993 Ha

CARTESIAN COORDINATES (ANGSTROEM)
1 C -2.313598 0.221380 -0.116176
2 C -0.566928 1.283139 1.182162
3 C -0.568410 1.267052 -1.312527
4 C -1.523680 -1.100153 -0.004240
5 C 0.341724 0.006040 1.120657
6 C 0.334497 -0.018483 -1.302901
7 C 0.773161 -2.096898 -0.132056
8 N -1.379022 1.314350 -0.039429
9 N 0.039157 -0.806037 -0.038600
10 O 3.167847 0.973358 -0.860698
11 O 3.332075 0.390027 1.541476
12 S 3.872743 0.238956 0.191964
13 H -2.698770 0.339336 -1.061941
14 H -3.005503 0.335136 0.778208
15 H -1.169691 1.061675 2.138844
16 H 0.031387 2.218837 1.346275
17 H 0.108360 2.080740 -1.252605
18 H -1.202220 1.238391 -2.044044
19 H -1.736353 -1.711074 0.918105
20 H -1.652517 -1.949724 -0.746668
21 H 1.456168 0.214381 0.945871
22 H 0.284074 -0.593393 1.958224
23 H 0.135807 -0.547604 -2.150644
24 H 1.339413 0.224113 -1.272881
25 H 0.959480 -2.554340 0.894626
26 H 1.640807 -2.029205 -0.680991

Cartesian forces (eV/Å) of the 2 atoms listed first:
1.17 -0.52 3.39
0.26 -1.20 0.98

Partial atomic charges computed with the Löwdin method, in multiples of e: C -0.170; C -0.117; C -0.062; C -0.065; C -0.146; C -0.068; C -0.114; N -0.168; N -0.331; O -0.455; O -0.452; S 0.937; H 0.085; H 0.142; H 0.139; H 0.129; H 0.114; H 0.055; H 0.128; H 0.121; H 0.078; H 0.096; H 0.100; H 0.043; H 0.033; H -0.054